# 1
{
  "formula": "C6H14O",
  "method": "wB97M-V/def2-TZVPD",
  "spin_multiplicity": 2,
  "homo_energy_ha": [0.0349, -0.1861],
  "e_lumo_ev": [3.7, 3.5],
  "gap_ev": [2.7, 8.6],
  "max_force_ha_per_bohr": 0.1225,
  "total_charge": -1,
  "elements": ["O", "C", "C", "C", "C", "C", "C", "H", "H", "H", "H", "H", "H", "H", "H", "H", "H", "H", "H", "H", "H"],
  "coordinates": [[-1.39522, -1.25305, 1.86152], [-0.26510, 1.23899, 0.40024], [-0.65110, -0.84369, -0.82342], [1.75372, -0.30258, -0.02769], [0.22535, 0.01168, -0.01798], [-0.56329, -0.56359, -2.33645], [0.61188, 2.15443, 1.35823], [1.96160, -0.96003, -0.92263], [1.97327, -0.84928, 0.87737], [-1.27408, -2.26542, 1.84437], [0.41771, -0.73196, -2.75932], [-0.79032, -1.91683, -0.61127], [0.29159, 2.16156, 2.31817], [1.66842, 1.62689, 1.40516], [-1.67932, -0.51021, -0.45515], [-2.26228, -1.23844, 2.24169], [0.76123, 3.10297, 0.80466], [-1.31015, 1.48357, 0.30235], [2.45968, 0.55074, -0.06919], [-0.63247, 0.42432, -2.75015], [-1.30111, -1.32009, -2.64050]]
}

# 2
{
  "formula": "C6H14O",
  "method": "wB97M-V/def2-TZVPD",
  "homo_energy_ha": [-0.2688, -0.2689],
  "e_lumo_ev": [0.9, 0.9],
  "gap_ev": [8.2, 8.2],
  "max_force_ha_per_bohr": 0.0062,
  "total_charge": 0,
  "elements": ["O", "C", "C", "C", "C", "C", "C", "H", "H", "H", "H", "H", "H", "H", "H", "H", "H", "H", "H", "H", "H"],
  "coordinates": [[-1.80163, -1.60129, -1.03122], [2.40127, 1.86886, 1.68164], [-0.51911, 0.32016, -0.41096], [-0.67942, -0.96069, -1.15703], [0.84873, 0.43461, 0.27074], [1.04932, 1.77176, 0.98081], [-2.03176, -2.79609, -1.54517], [0.24380, 1.91701, 1.71345], [0.95671, -0.38918, 0.98797], [0.95178, 2.58742, 0.25202], [-0.39985, -3.29621, -0.60787], [-1.32009, 0.38161, 0.33477], [1.64138, 0.29552, -0.47865], [2.52193, 2.82910, 2.19537], [-0.06668, -1.20189, -2.02296], [2.51160, 1.07324, 2.42720], [-0.65062, 1.17734, -1.08991], [3.22315, 1.76108, 0.96419], [0.12200, -2.71893, -0.43606], [-1.55226, -3.04180, -2.48864], [-3.02262, -3.16310, -1.32152]]
}

# 3
{
  "formula": "C6H14O",
  "method": "wB97M-V/def2-TZVPD",
  "homo_energy_ha": -0.2742,
  "e_lumo_ev": 0.8,
  "gap_ev": 8.3,
  "max_force_ha_per_bohr": 0.0058,
  "total_charge": 0,
  "elements": ["O", "C", "C", "C", "C", "C", "C", "H", "H", "H", "H", "H", "H", "H", "H", "H", "H", "H", "H", "H", "H"],
  "coordinates": [[-0.41356, 1.63614, -1.26248], [-0.17233, -0.65212, 0.45447], [0.86591, 2.18328, -1.54338], [1.28055, -0.88903, 0.86268], [-0.50679, 0.31285, -1.51419], [-0.83145, 0.40563, 1.30795], [-0.94657, -1.94958, 0.32776], [1.21420, 1.85208, -2.52649], [1.84434, 0.05049, 0.90307], [-2.00844, -1.76979, 0.12762], [-0.64882, 0.21283, 2.37506], [0.18604, -0.38858, -0.84276], [0.76222, 3.27035, -1.51886], [-0.87357, -2.53698, 1.25351], [-1.91452, 0.43669, 1.14762], [-0.43980, 1.40302, 1.07344], [-1.55601, 0.02478, -1.38997], [-0.55151, -2.57052, -0.48658], [1.32083, -1.34281, 1.86272], [1.79479, -1.56563, 0.16965], [1.59448, 1.87691, -0.78083]]
}

# 4
{
  "formula": "C6H14O",
  "method": "wB97M-V/def2-TZVPD",
  "homo_energy_ha": -0.3254,
  "e_lumo_ev": 0.8,
  "smiles": "C/C=C(\\C)CC.O",
  "gap_ev": 9.7,
  "max_force_ha_per_bohr": 0.0580,
  "total_charge": 0,
  "elements": ["O", "C", "C", "C", "C", "C", "C", "H", "H", "H", "H", "H", "H", "H", "H", "H", "H", "H", "H", "H", "H"],
  "coordinates": [[2.59628, -0.02137, -3.11274], [2.23707, 1.09418, 0.46602], [1.84516, 2.49560, 0.15463], [4.06764, 1.84214, 2.21320], [1.53253, 0.05413, -0.31836], [3.21814, 0.85864, 1.39530], [0.00000, 0.00000, 0.00000], [0.75781, 2.65117, 0.25504], [2.36647, 3.24626, 0.77217], [3.53156, -0.18231, 1.54954], [1.86536, -0.93007, 0.06378], [-0.38510, -0.93195, -0.44695], [2.64548, -0.41947, -2.21422], [2.12684, 2.65099, -0.90041], [4.85305, 1.27388, 2.73932], [-0.39529, 0.85497, -0.57392], [-0.36906, 0.07157, 1.03696], [4.54351, 2.66579, 1.65485], [1.90872, 0.67844, -3.03667], [1.70800, 0.06767, -1.41128], [3.38395, 2.27437, 2.96310]]
}

# 5
{
  "formula": "C6H14O",
  "method": "wB97M-V/def2-TZVPD",
  "homo_energy_ha": -0.3862,
  "e_lumo_ev": 0.7,
  "smiles": "CC1CCCC1.O",
  "gap_ev": 11.2,
  "max_force_ha_per_bohr": 0.0469,
  "total_charge": 0,
  "elements": ["O", "C", "C", "C", "C", "C", "C", "H", "H", "H", "H", "H", "H", "H", "H", "H", "H", "H", "H", "H", "H"],
  "coordinates": [[4.12811, -1.34006, -1.56870], [-0.48448, 0.59369, -2.46427], [0.41543, -0.22875, -1.40896], [-0.69906, -1.73590, -2.99799], [0.19198, -1.68013, -1.77558], [0.00000, 0.00000, 0.00000], [-1.50029, -0.51359, -2.90817], [0.50070, 0.92774, 0.32436], [-0.07443, -1.77219, -3.91120], [0.16167, 1.00534, -3.26332], [-2.33781, -0.62256, -2.19253], [-1.08595, 0.11305, 0.15664], [4.92147, -1.54599, -1.02424], [1.48791, -0.05998, -1.63520], [-0.35541, -2.19421, -0.96222], [-1.25930, -2.68861, -2.93534], [1.13238, -2.23670, -1.95254], [-0.95357, 1.44701, -1.93771], [4.47466, -1.24034, -2.48424], [0.36113, -0.83243, 0.62710], [-1.93526, -0.35171, -3.91319]]
}

# 6
{
  "formula": "C6H14O",
  "method": "wB97M-V/def2-TZVPD",
  "homo_energy_ha": [-0.3045, -0.3045],
  "e_lumo_ev": [0.0, 0.0],
  "gap_ev": [8.3, 8.3],
  "max_force_ha_per_bohr": 0.0263,
  "total_charge": 0,
  "elements": ["O", "C", "C", "C", "C", "C", "C", "H", "H", "H", "H", "H", "H", "H", "H", "H", "H", "H", "H", "H", "H"],
  "coordinates": [[-2.31064, -1.12955, -0.41234], [1.76541, 0.56493, 2.03147], [0.53777, 0.40137, 1.11344], [-0.71124, 0.30437, -0.82115], [-0.02479, -1.01880, 0.85390], [-0.86099, 0.06301, -2.27307], [0.66537, 0.78515, -0.35151], [0.74188, -1.59660, 0.31979], [1.56512, 0.14516, 3.02572], [-0.23311, 1.07000, 1.52494], [-0.43953, -1.52034, 1.72898], [-1.90791, 0.12159, -2.56932], [2.68500, 0.09225, 1.66057], [-0.42263, -0.88924, -2.59817], [1.99922, 1.62948, 2.18899], [-2.49965, -1.60362, -1.23413], [-0.26291, 0.86475, -2.72626], [-1.10135, -1.29771, 0.25554], [0.75424, 1.85809, -0.60888], [-1.48607, 0.85644, -0.30485], [1.54680, 0.29928, -0.80366]]
}

# 7
{
  "formula": "C6H14O",
  "method": "wB97M-V/def2-TZVPD",
  "homo_energy_ha": -0.2835,
  "e_lumo_ev": 0.8,
  "gap_ev": 8.5,
  "max_force_ha_per_bohr": 0.1198,
  "total_charge": 0,
  "elements": ["O", "C", "C", "C", "C", "C", "C", "H", "H", "H", "H", "H", "H", "H", "H", "H", "H", "H", "H", "H", "H"],
  "coordinates": [[-2.41204, 1.69062, 0.42829], [-1.17563, -0.94722, -0.66904], [2.03803, 0.32729, -0.41654], [-2.66957, -0.96731, -0.50647], [1.43281, -1.05341, 0.01723], [-0.08515, -0.86491, 0.28723], [2.09405, 1.29242, 0.84143], [-3.11786, -1.37926, 0.31462], [2.87589, 1.06336, 1.50684], [-2.48826, 0.71627, 0.08923], [-0.38731, -0.64750, 1.28316], [-0.91445, -1.19318, -1.75497], [1.72500, -1.86536, -0.75249], [2.33944, 2.33764, 0.57382], [-0.49943, 0.17213, -0.43601], [-3.08150, -1.25782, -1.44750], [1.27288, 0.65848, -1.18343], [2.07523, -1.41645, 0.88921], [3.00382, 0.13204, -0.87943], [-3.23637, 2.00487, 0.36427], [1.21045, 1.19727, 1.45057]]
}

# 8
{
  "formula": "C6H14O",
  "method": "wB97M-V/def2-TZVPD",
  "homo_energy_ha": [-0.3648, -0.3326],
  "e_lumo_ev": [-0.2, -0.5],
  "gap_ev": [9.7, 8.5],
  "max_force_ha_per_bohr": 0.0620,
  "total_charge": 0,
  "elements": ["O", "C", "C", "C", "C", "C", "C", "H", "H", "H", "H", "H", "H", "H", "H", "H", "H", "H", "H", "H", "H"],
  "coordinates": [[-1.72449, -1.21253, 1.51024], [1.47607, 1.96456, 0.33684], [0.14805, 0.02477, -0.70097], [-1.83446, -1.24553, -1.51767], [0.68534, 0.66743, 0.59807], [-1.31169, -0.19349, -0.60459], [1.52658, -0.42600, 1.29716], [-2.57957, -1.36642, 1.05224], [-2.91892, -1.30467, -1.50956], [1.10958, -1.42953, 1.54853], [1.93992, 2.34448, 1.25715], [0.33098, 0.57793, -1.65488], [1.84897, -0.01779, 2.24902], [-1.52003, -1.01869, -2.55245], [-0.12489, 1.00919, 1.26143], [2.24943, 1.81528, -0.42364], [2.39734, -0.56062, 0.64298], [0.81304, 2.77249, -0.01550], [-1.82937, 0.77865, -0.61509], [0.62515, -0.93913, -0.90909], [-1.38370, -2.20538, -1.25713]]
}

# 9
{
  "formula": "C6H14O",
  "method": "wB97M-V/def2-TZVPD",
  "spin_multiplicity": 2,
  "homo_energy_ha": [-0.5478, -0.5441],
  "e_lumo_ev": [-3.4, -9.8],
  "gap_ev": [11.5, 5.1],
  "max_force_ha_per_bohr": 0.0433,
  "total_charge": 1,
  "elements": ["O", "C", "C", "C", "C", "C", "C", "H", "H", "H", "H", "H", "H", "H", "H", "H", "H", "H", "H", "H", "H"],
  "coordinates": [[2.94715, -1.29171, 0.45746], [-3.10894, 0.36474, -0.69840], [-1.82568, 1.07237, -1.13871], [1.73516, -1.36421, 1.08157], [0.56483, 0.70417, -0.13926], [0.47056, -0.72776, 0.30555], [-0.80103, 1.36373, 0.00003], [-1.34273, 0.98755, 0.87832], [1.82653, -0.88923, 2.07177], [3.19031, -0.34710, 0.38179], [-0.34452, -0.93042, 0.99804], [-2.90651, -0.40711, 0.04050], [-0.73088, 2.42661, 0.15939], [0.88291, 0.65056, -1.19228], [-3.73764, 1.11877, -0.22744], [0.31332, -1.40646, -0.53102], [-2.11902, 2.03953, -1.55920], [1.50423, -2.42560, 1.11658], [1.28953, 1.33167, 0.37302], [-1.33946, 0.59063, -1.98283], [-3.59578, -0.04774, -1.56571]]
}

# 10
{
  "formula": "C6H14O",
  "method": "wB97M-V/def2-TZVPD",
  "spin_multiplicity": 2,
  "homo_energy_ha": [-0.5348, -0.5346],
  "e_lumo_ev": [-4.7, -8.6],
  "gap_ev": [9.8, 5.9],
  "max_force_ha_per_bohr": 0.1609,
  "total_charge": 1,
  "elements": ["O", "C", "C", "C", "C", "C", "C", "H", "H", "H", "H", "H", "H", "H", "H", "H", "H", "H", "H", "H", "H"],
  "coordinates": [[-1.63045, 1.74639, 3.06615], [0.40567, -1.95246, 1.57606], [-0.33581, -0.07514, -2.05610], [-0.26776, 1.39283, -2.21242], [-0.08052, -1.32625, 0.21151], [0.30183, -0.31674, -0.55160], [1.86304, -0.09407, -0.62982], [-1.04236, -1.73642, -0.09702], [-0.86367, 1.95064, -1.42950], [-1.33146, 2.29209, 2.24859], [-1.46235, -0.51845, -2.02320], [2.64220, -0.52503, -1.33314], [0.57370, -2.97470, 1.43656], [-0.69355, 1.72023, -3.19828], [-0.20162, -1.68918, 2.46500], [-2.49926, 1.47998, 2.84444], [0.28375, -0.62184, -2.78138], [2.21942, -0.16524, 0.46618], [1.30377, -1.61205, 1.78916], [1.96775, 1.04471, -0.69632], [0.82855, 1.61506, -2.24607]]
}

# 11
{
  "formula": "C6H14O2",
  "method": "wB97M-V/def2-TZVPD",
  "homo_energy_ha": -0.3471,
  "e_lumo_ev": 0.8,
  "smiles": "CC(C)[C@H](O)[C@@H](C)O",
  "gap_ev": 10.2,
  "max_force_ha_per_bohr": 0.0736,
  "total_charge": 0,
  "elements": ["O", "O", "C", "C", "C", "C", "C", "C", "H", "H", "H", "H", "H", "H", "H", "H", "H", "H", "H", "H", "H", "H"],
  "coordinates": [[-2.61277, 0.36909, 1.08999], [-0.16106, -1.39345, 0.87387], [-2.04572, -0.45544, -1.10666], [2.27504, 0.51260, 0.99044], [0.94256, 0.59430, -0.02184], [-1.64770, 0.43151, 0.06303], [-0.17903, 0.00202, 0.77142], [1.27396, -0.10751, -1.32786], [2.27580, 0.16898, -1.65150], [2.59897, -0.52237, 1.08614], [0.53824, -1.64883, 1.48334], [-2.64106, -0.54661, 1.39387], [2.06414, 0.92612, 1.97449], [-1.85130, -1.50007, -0.86985], [-1.51579, -0.18293, -2.01403], [3.07106, 1.09310, 0.53055], [-0.22722, 0.47112, 1.76484], [0.75302, 1.65747, -0.17710], [-3.11379, -0.34512, -1.29903], [0.58346, 0.18059, -2.11558], [1.23261, -1.18714, -1.20285], [-1.61342, 1.48259, -0.23569]]
}

# 12
{
  "formula": "C6H14O2",
  "method": "wB97M-V/def2-TZVPD",
  "homo_energy_ha": -0.3760,
  "e_lumo_ev": 0.8,
  "smiles": "CCC(C)(C)C(O)O",
  "gap_ev": 11.0,
  "max_force_ha_per_bohr": 0.0320,
  "total_charge": 0,
  "elements": ["O", "O", "C", "C", "C", "C", "C", "C", "H", "H", "H", "H", "H", "H", "H", "H", "H", "H", "H", "H", "H", "H"],
  "coordinates": [[2.42296, -0.34443, 0.70637], [2.11090, 0.11562, -1.47153], [-1.83368, -1.41831, 0.53866], [0.04648, 0.30232, -0.03106], [-0.62447, 0.74457, -1.34299], [-0.28689, -1.15807, 0.28879], [-0.40405, 1.23524, 1.10506], [1.66099, 0.44755, -0.17638], [-2.44292, -1.10598, -0.31160], [-1.49475, 1.27471, 1.19147], [-1.98431, -2.49123, 0.69215], [-0.23456, 1.71368, -1.67344], [0.02683, -1.80999, -0.53326], [1.96349, 1.48554, 0.01173], [-0.07017, 2.26078, 0.90925], [2.94435, 0.60268, -1.59910], [-1.70623, 0.86816, -1.23445], [0.21618, -1.49444, 1.20130], [2.32962, -1.24727, 0.35852], [-0.45925, 0.01362, -2.14200], [0.00870, 0.92252, 2.06899], [-2.18924, -0.91726, 1.44351]]
}

Energy above the lowest of the compared OMol25 structures with the same formula, charge and spin across the listed records, respectively: 1.598, 4.532, 4.270, 1.746, 0.683, 5.218, 5.065, 3.877, 1.561, 2.867, 1.149, 0.598 eV.